Entry 1:
{"formula": "C2HO3V", "method": "wB97M-V/def2-TZVPD", "symbols": ["O", "H", "O", "C", "C", "O", "V"], "positions_angstrom": [[-2.344, 0.557, -0.266], [-2.946, 1.338, -0.062], [0.186, 0.360, -0.101], [-0.956, -0.034, 0.014], [-2.190, -0.683, 0.271], [1.159, -0.588, -0.128], [2.880, 0.099, -0.263]], "forces_ev_per_angstrom": [[3.013, 1.031, -0.148], [-0.840, 0.314, 0.054], [-3.153, 2.003, -0.199], [1.032, 1.339, -1.233], [-2.877, -3.149, 1.402], [0.495, -1.788, 0.257], [2.331, 0.248, -0.133]], "lowdin_charge": [0.339, 0.309, 0.208, 0.108, 0.473, -0.114, 1.677], "e_tot_ha": -1244.7030, "homo_ev": [-25.64, -26.49], "spin_multiplicity": 4, "charge": 3, "homo_lumo_gap_ev": [7.23, 8.04], "largest_force_ev_per_a": 4.5}

---

Entry 2:
{"formula": "C2HO4Ru", "method": "wB97M-V/def2-TZVPD", "symbols": ["O", "C", "O", "C", "O", "O", "Ru", "H"], "positions_angstrom": [[-2.506, 0.976, -1.192], [-1.485, 0.692, -0.731], [-0.664, 1.043, 0.099], [1.063, -0.985, 0.051], [0.624, -1.344, 1.166], [1.939, -0.068, 0.091], [0.804, 0.896, 1.423], [0.226, -1.209, -0.905]], "forces_ev_per_angstrom": [[2.232, -2.574, -0.584], [-3.891, 4.664, 1.069], [-0.289, -1.182, -1.411], [-3.630, -1.559, -1.931], [-0.487, 0.140, 0.615], [1.204, 1.061, -1.319], [1.387, -0.512, 1.649], [3.473, -0.039, 1.911]], "lowdin_charge": [0.428, -0.172, -0.037, -0.403, 0.057, -0.023, 1.886, 0.265], "relative_energy_kj_mol": 232.7, "e_tot_ha": -471.6541, "homo_ev": [-22.37, -22.04], "spin_multiplicity": 6, "charge": 2, "homo_lumo_gap_ev": [10.42, 7.59], "largest_force_ev_per_a": 6.2}

---

Entry 3:
{"formula": "C2HO4S", "method": "wB97M-V/def2-TZVPD", "symbols": ["C", "C", "O", "O", "O", "O", "S", "H"], "positions_angstrom": [[1.328, 0.172, 0.004], [-1.100, 1.307, -0.338], [-1.103, -0.645, -0.040], [-1.153, 1.245, -1.478], [0.393, -2.536, 0.411], [-1.031, 1.725, 0.739], [0.299, -1.062, 0.295], [2.367, -0.206, 0.408]], "forces_ev_per_angstrom": [[1.439, -2.350, 1.682], [0.463, 0.650, 1.219], [0.410, -1.851, 0.825], [-0.509, 0.398, -3.298], [0.419, 0.854, 0.384], [-0.494, 0.846, 1.566], [-0.129, 1.033, -1.455], [-1.599, 0.419, -0.923]], "lowdin_charge": [-0.280, -0.676, -0.436, 0.145, -0.466, 0.120, 0.629, -0.035], "relative_energy_kj_mol": 275.5, "e_tot_ha": -775.9201, "homo_ev": -4.28, "charge": -1, "homo_lumo_gap_ev": 8.12, "largest_force_ev_per_a": 3.4}

---

Entry 4:
{"formula": "C2HO4S", "method": "wB97M-V/def2-TZVPD", "symbols": ["C", "C", "O", "O", "O", "O", "S", "H"], "positions_angstrom": [[0.574, -0.615, 0.124], [0.095, -1.652, 0.705], [-0.932, 1.460, 0.846], [-0.527, -2.554, 1.135], [0.770, 2.013, -0.799], [-1.297, 0.752, -1.460], [-0.301, 1.088, -0.429], [1.618, -0.493, -0.122]], "forces_ev_per_angstrom": [[0.958, 2.285, -1.382], [-1.763, -0.358, -0.176], [0.427, -0.283, -0.763], [0.709, 0.144, 0.193], [-0.249, -1.438, -0.270], [1.629, 0.014, 0.567], [-1.802, -0.055, 1.665], [0.092, -0.310, 0.167]], "lowdin_charge": [-0.121, -0.301, -0.408, 0.105, -0.387, -0.392, 0.447, 0.057], "relative_energy_kj_mol": 81.3, "e_tot_ha": -775.9940, "homo_ev": -5.18, "charge": -1, "smiles": "O=C=CS(=O)(=O)[O-]", "homo_lumo_gap_ev": 8.90, "largest_force_ev_per_a": 2.8}

---

Entry 5:
{"formula": "C2HPS2", "method": "wB97M-V/def2-TZVPD", "symbols": ["C", "C", "P", "S", "S", "H"], "positions_angstrom": [[-0.907, 0.037, 0.067], [-0.348, -1.131, -0.052], [2.146, 1.168, -0.029], [0.190, 1.581, -0.080], [0.966, -2.038, -0.069], [-2.047, 0.383, 0.163]], "forces_ev_per_angstrom": [[-3.046, 1.131, -0.147], [1.886, -0.056, 0.428], [-2.289, 0.164, -0.140], [2.021, -1.187, 0.263], [-1.483, 1.057, -0.126], [2.911, -1.110, -0.278]], "lowdin_charge": [-0.556, -0.811, 0.305, 0.288, 0.669, 0.104], "relative_energy_kj_mol": 155.0, "e_tot_ha": -1214.4223, "homo_ev": -8.35, "homo_lumo_gap_ev": 6.64, "largest_force_ev_per_a": 3.3}

---

Entry 6:
{"formula": "C2HgNaO4", "method": "wB97M-V/def2-TZVPD", "symbols": ["O", "C", "O", "Hg", "Na", "O", "O", "C"], "positions_angstrom": [[0.854, -1.219, 0.028], [-0.027, -0.571, -0.599], [-1.156, -1.074, -0.837], [-2.319, -0.927, 1.101], [2.736, -0.011, 0.274], [-1.133, 1.344, 0.279], [1.088, 1.474, -0.012], [-0.044, 0.984, -0.232]], "forces_ev_per_angstrom": [[0.732, 0.396, -1.381], [-0.489, -0.101, 3.049], [-1.031, -0.727, -1.150], [0.376, 0.489, -0.678], [-0.596, 0.164, -0.081], [0.247, -0.169, -0.810], [0.060, 0.503, -0.847], [0.701, -0.554, 1.898]], "lowdin_charge": [-0.083, -0.611, -0.224, 0.981, 0.735, -0.106, -0.086, -0.605], "e_tot_ha": -692.8939, "homo_ev": [-8.69, -8.63], "spin_multiplicity": 2, "homo_lumo_gap_ev": [7.94, 5.81], "largest_force_ev_per_a": 3.1}

---

Entry 7:
{"formula": "C2I3NO3", "method": "wB97M-V/def2-TZVPD", "symbols": ["C", "C", "N", "O", "O", "O", "I", "I", "I"], "positions_angstrom": [[0.711, -0.954, -0.643], [0.558, 0.737, 1.281], [1.168, 0.008, 1.971], [-0.255, -1.484, -0.329], [1.903, -0.846, 2.323], [1.665, -0.449, -1.018], [-1.700, 1.439, -2.811], [-0.861, 2.167, 1.238], [-3.189, -0.618, -2.012]], "forces_ev_per_angstrom": [[-0.066, -0.290, -0.548], [-0.641, 0.898, 1.212], [-0.272, 0.516, -1.604], [-1.396, -0.859, 0.591], [0.702, -0.860, 1.047], [1.581, 0.736, -0.585], [-0.084, -0.184, 0.014], [0.155, -0.137, -0.046], [0.020, 0.181, -0.081]], "lowdin_charge": [-0.543, -0.668, -0.232, 0.141, 0.060, 0.208, 0.034, 0.920, 0.081], "relative_energy_kj_mol": 0.0, "e_tot_ha": -1249.6986, "homo_ev": -9.46, "smiles": "[O-][N+]#CI.O=C=O.II", "homo_lumo_gap_ev": 7.62, "largest_force_ev_per_a": 1.8}

---

Entry 8:
{"formula": "C2INO3", "method": "wB97M-V/def2-TZVPD", "symbols": ["C", "C", "N", "O", "O", "O", "I"], "positions_angstrom": [[0.911, 0.450, 1.167], [-0.842, 0.377, -1.524], [0.147, -0.443, 0.964], [1.693, 1.304, 1.203], [-1.843, -0.126, -1.310], [0.198, 0.830, -1.710], [-0.264, -2.392, 1.211]], "forces_ev_per_angstrom": [[0.696, -1.089, -0.396], [0.963, -0.004, 0.090], [-1.211, -0.795, 0.108], [0.270, 1.020, 0.425], [-1.942, -0.674, 0.166], [0.904, 0.733, -0.458], [0.320, 0.809, 0.065]], "lowdin_charge": [-0.499, -0.479, -0.451, 0.161, 0.194, 0.208, 0.866], "relative_energy_kj_mol": 5.7, "e_tot_ha": -654.3948, "homo_ev": -9.99, "smiles": "O=C=NI.O=C=O", "homo_lumo_gap_ev": 8.82, "largest_force_ev_per_a": 2.1}

---

Entry 9:
{"formula": "C2N2OS", "method": "wB97M-V/def2-TZVPD", "symbols": ["C", "C", "N", "N", "O", "S"], "positions_angstrom": [[0.471, 0.466, 0.553], [-0.918, -0.552, -1.178], [-0.409, -0.250, -0.120], [1.027, 0.746, 1.573], [-1.329, -0.990, -2.166], [1.989, 1.256, 2.727]], "forces_ev_per_angstrom": [[0.702, 0.290, 2.270], [1.403, 0.025, 0.421], [-0.559, -0.032, -0.247], [-1.115, -0.571, -2.887], [-0.523, 0.186, 0.080], [0.093, 0.102, 0.365]], "lowdin_charge": [-0.135, -0.249, 0.183, -0.556, 0.216, 0.540], "relative_energy_kj_mol": 0.0, "e_tot_ha": -659.0767, "homo_ev": -8.49, "smiles": "O=C=NC#[N+][S-]", "homo_lumo_gap_ev": 7.98, "largest_force_ev_per_a": 3.1}

---

Entry 10:
{"formula": "C2N2S2", "method": "wB97M-V/def2-TZVPD", "symbols": ["C", "C", "N", "N", "S", "S"], "positions_angstrom": [[-1.153, -0.597, 0.012], [0.147, -0.132, -0.172], [-2.190, -1.066, 0.145], [0.783, 1.115, 0.457], [0.821, 1.083, -1.303], [1.592, -0.402, 0.861]], "forces_ev_per_angstrom": [[-0.767, -0.135, 0.240], [2.938, 2.209, 0.512], [-0.312, -0.081, -0.002], [-1.363, -0.995, -0.089], [-0.232, -0.578, -0.278], [-0.264, -0.420, -0.384]], "lowdin_charge": [-0.256, -0.986, 0.191, -0.577, 0.814, 0.814], "relative_energy_kj_mol": 237.8, "e_tot_ha": -981.9662, "homo_ev": -9.83, "homo_lumo_gap_ev": 8.86, "largest_force_ev_per_a": 3.7}

---

Entry 11:
{"formula": "C2N2S2", "method": "wB97M-V/def2-TZVPD", "symbols": ["C", "C", "N", "N", "S", "S"], "positions_angstrom": [[0.187, -0.920, 0.981], [-0.026, -0.294, -0.257], [0.377, -1.509, 1.946], [-0.105, 1.094, -0.314], [-0.203, -1.077, -1.718], [-0.228, 2.706, -0.638]], "forces_ev_per_angstrom": [[0.101, -0.333, 0.849], [-0.473, 3.328, -3.002], [0.035, -0.048, 0.262], [-0.157, 1.823, 0.127], [0.113, 0.100, 0.932], [0.381, -4.870, 0.832]], "lowdin_charge": [-0.256, -0.891, 0.197, -0.494, 0.731, 0.715], "relative_energy_kj_mol": 238.7, "e_tot_ha": -981.9659, "homo_ev": [-9.34, -9.29], "smiles": "N#CC(=S)N=S", "homo_lumo_gap_ev": [6.66, 6.29], "largest_force_ev_per_a": 5.0}

---

Entry 12:
{"formula": "C2NO2S", "method": "wB97M-V/def2-TZVPD", "symbols": ["C", "C", "N", "O", "O", "S"], "positions_angstrom": [[0.964, -0.877, -0.481], [-0.939, 0.751, 0.446], [-1.780, 1.157, 1.124], [1.997, -0.408, -0.884], [-0.199, 0.425, -0.456], [0.407, -2.372, 0.020]], "forces_ev_per_angstrom": [[2.326, -0.250, -0.244], [-1.652, 0.297, 0.723], [-0.749, 0.422, 1.450], [-2.257, -0.423, 0.605], [2.604, -1.095, -2.351], [-0.272, 1.049, -0.183]], "lowdin_charge": [-0.904, -0.584, 0.064, -0.023, -0.051, 0.498], "relative_energy_kj_mol": 26.1, "e_tot_ha": -679.6980, "homo_ev": -4.89, "charge": -1, "smiles": "N#COC([O-])=S", "homo_lumo_gap_ev": 8.47, "largest_force_ev_per_a": 3.7}

---

Entry 13:
{"formula": "C2NO3S", "method": "wB97M-V/def2-TZVPD", "symbols": ["C", "C", "N", "O", "O", "O", "S"], "positions_angstrom": [[-0.139, 2.123, 0.881], [-0.187, -1.965, -1.200], [0.512, 3.056, 0.661], [-0.319, -0.459, 0.756], [-1.071, -1.434, -1.708], [0.689, -2.663, -0.918], [-1.120, 0.804, 1.192]], "forces_ev_per_angstrom": [[0.305, 0.570, -0.168], [-0.015, -0.229, -0.357], [0.226, 0.302, -0.028], [0.094, -0.111, 0.225], [-1.045, 0.735, -0.472], [0.847, -0.303, 0.781], [-0.411, -0.963, 0.019]], "lowdin_charge": [-0.715, -0.504, 0.001, -0.775, 0.167, 0.169, 0.656], "relative_energy_kj_mol": 16.9, "e_tot_ha": -754.9412, "homo_ev": -3.01, "charge": -1, "homo_lumo_gap_ev": 6.59, "largest_force_ev_per_a": 1.4}

---

Entry 14:
{"formula": "C2O2S", "method": "wB97M-V/def2-TZVPD", "symbols": ["C", "C", "O", "O", "S"], "positions_angstrom": [[0.575, -0.111, -0.002], [-0.869, -0.116, -0.123], [1.601, -0.695, 0.026], [0.017, 1.102, 0.025], [-2.458, -0.249, 0.025]], "forces_ev_per_angstrom": [[-0.185, -1.379, -0.605], [-1.190, 0.934, 0.988], [-0.291, 0.801, 0.147], [-0.108, -0.305, -0.061], [1.774, -0.052, -0.470]], "lowdin_charge": [-0.503, -0.588, 0.178, 0.113, 0.800], "relative_energy_kj_mol": 242.2, "e_tot_ha": -624.8002, "homo_ev": -10.19, "smiles": "O=c1oc1=S", "homo_lumo_gap_ev": 8.70, "largest_force_ev_per_a": 1.8}

---

Entry 15:
{"formula": "C2O2S2", "method": "wB97M-V/def2-TZVPD", "symbols": ["C", "C", "O", "O", "S", "S"], "positions_angstrom": [[0.272, -1.464, 0.876], [-0.217, 0.123, -2.103], [1.176, -1.956, 0.374], [-0.909, -0.625, -2.641], [0.679, 1.098, -1.237], [-0.818, -0.692, 1.650]], "forces_ev_per_angstrom": [[0.602, 0.283, 0.365], [0.151, 0.219, 0.808], [0.312, -0.639, -0.600], [0.286, 0.278, -0.121], [-0.396, -0.378, -0.811], [-0.955, 0.238, 0.359]], "lowdin_charge": [-0.936, -0.834, 0.105, 0.119, 0.761, 0.785], "relative_energy_kj_mol": 1.4, "e_tot_ha": -1023.1051, "homo_ev": -10.43, "smiles": "O=C=S.O=C=S", "homo_lumo_gap_ev": 10.87, "largest_force_ev_per_a": 1.0}

---

Entry 16:
{"formula": "C2O2S2", "method": "wB97M-V/def2-TZVPD", "symbols": ["C", "C", "O", "O", "S", "S"], "positions_angstrom": [[0.117, 1.274, -0.780], [-0.230, -1.982, 1.017], [-0.934, 1.341, -0.331], [1.175, 1.297, -1.196], [-0.544, -2.207, 2.524], [0.232, -1.429, -0.374]], "forces_ev_per_angstrom": [[-0.751, 0.853, 0.554], [0.533, 1.204, 0.167], [-1.665, 0.060, 0.504], [2.318, -0.129, -1.136], [-0.138, -0.437, -0.602], [-0.297, -1.552, 0.513]], "lowdin_charge": [-0.587, -1.320, 0.182, 0.185, 0.733, 0.807], "relative_energy_kj_mol": 41.6, "e_tot_ha": -1023.0898, "homo_ev": -9.85, "homo_lumo_gap_ev": 9.41, "largest_force_ev_per_a": 2.6}

---

Entry 17:
{"formula": "C2O2S2", "method": "wB97M-V/def2-TZVPD", "symbols": ["C", "C", "O", "O", "S", "S"], "positions_angstrom": [[-1.527, 0.979, 0.499], [1.469, -0.993, -0.382], [-2.392, 0.753, -0.246], [1.854, -1.454, 0.600], [0.847, -0.485, -1.709], [-0.252, 1.199, 1.237]], "forces_ev_per_angstrom": [[-4.371, -0.371, -2.365], [-0.163, 1.153, 2.206], [-1.166, -0.395, -0.825], [1.208, -1.689, 1.172], [-1.335, 1.034, -2.422], [5.827, 0.268, 2.233]], "lowdin_charge": [-0.926, -0.910, 0.061, 0.065, 0.828, 0.882], "relative_energy_kj_mol": 227.3, "e_tot_ha": -1022.8782, "homo_ev": [-4.56, -9.93], "spin_multiplicity": 3, "homo_lumo_gap_ev": [4.39, 4.85], "largest_force_ev_per_a": 6.2}

---

Entry 18:
{"formula": "C2O4S", "method": "wB97M-V/def2-TZVPD", "symbols": ["C", "C", "O", "O", "O", "O", "S"], "positions_angstrom": [[-0.212, -0.882, -0.049], [0.981, 0.162, -0.555], [-0.382, -2.013, 0.115], [2.012, -0.070, -1.097], [0.381, 1.253, -0.210], [-1.524, 0.835, 1.590], [-1.256, 0.715, 0.206]], "forces_ev_per_angstrom": [[1.317, 1.681, -1.051], [0.655, -3.527, -0.023], [-0.215, -0.760, 0.243], [-0.507, 0.553, 0.264], [-1.216, 1.779, 0.394], [-0.288, 0.326, 2.308], [0.254, -0.052, -2.135]], "lowdin_charge": [-0.319, -0.536, 0.184, 0.170, -0.145, -0.420, 1.066], "relative_energy_kj_mol": 61.5, "e_tot_ha": -775.2955, "homo_ev": -9.95, "homo_lumo_gap_ev": 8.75, "largest_force_ev_per_a": 3.6}

---

Entry 19:
{"formula": "C2O4Tl", "method": "wB97M-V/def2-TZVPD", "symbols": ["O", "C", "O", "Tl", "O", "C", "O"], "positions_angstrom": [[0.488, -1.798, 0.519], [1.222, -1.347, -0.273], [2.152, -1.001, -0.871], [-1.681, -0.724, 0.598], [-0.324, 1.097, 0.922], [-1.151, 1.490, 0.005], [-0.705, 2.283, -0.900]], "forces_ev_per_angstrom": [[0.956, -0.340, -1.099], [1.540, -0.176, 1.534], [-0.785, 0.115, -0.647], [-2.456, 0.371, 0.441], [0.363, -0.386, 1.223], [2.095, 1.549, -3.024], [-1.713, -1.134, 1.572]], "lowdin_charge": [-0.058, -0.420, 0.215, 0.663, -0.382, -0.795, -0.222], "e_tot_ha": -549.6635, "homo_ev": [-1.91, -1.91], "charge": -1, "homo_lumo_gap_ev": [4.84, 4.84], "largest_force_ev_per_a": 4.0}

---

Entry 20:
{"formula": "C2S3", "method": "wB97M-V/def2-TZVPD", "symbols": ["C", "C", "S", "S", "S"], "positions_angstrom": [[-0.023, 0.061, -0.936], [-0.024, -0.036, 0.999], [-1.586, 0.174, -0.011], [0.984, 1.230, -0.021], [0.615, -1.415, 0.004]], "forces_ev_per_angstrom": [[0.219, -0.790, 4.251], [0.204, 0.553, -4.576], [0.025, 0.380, 0.159], [-0.407, 0.681, 0.399], [-0.040, -0.824, -0.234]], "lowdin_charge": [-1.005, -0.881, 0.641, 0.630, 0.614], "relative_energy_kj_mol": 260.6, "e_tot_ha": -1270.5910, "homo_ev": -8.55, "homo_lumo_gap_ev": 6.97, "largest_force_ev_per_a": 4.6}